Record 1
Computed, not measured: a cluster of 2 separate species, C2H7N2O2 in total, with ωB97M-V/def2-TZVPD.

```
13
C2H7N2O2 ωB97M-V/def2-TZVPD
C -1.113 0.484 -0.235
C 3.082 0.640 0.275
N 0.082 -0.901 1.178
N -0.535 -0.740 0.191
O -0.765 -1.785 -0.588
O 1.940 0.951 0.379
H -1.895 0.292 -1.050
H -0.322 1.281 -0.442
H -1.784 0.794 0.570
H 3.791 1.279 -0.294
H 3.505 -0.310 0.443
H 0.266 -0.044 1.702
H -0.569 -2.676 -0.346
```

Summary:
HOMO-LUMO gap: 9.06 eV
HOMO energy: -14.35 eV
Total energy: -339.9793 Ha
Lowest unoccupied orbital energy: -5.29 eV
Total charge: +1



Record 2
Computed, not measured: the ion C2H7N2O2 with charge +1, with ωB97M-V/def2-TZVPD.

```
13
C2H7N2O2 ωB97M-V/def2-TZVPD
C -1.726 -0.029 0.453
C -0.757 0.102 -0.710
N 0.575 -0.036 -0.246
O 0.792 -1.229 0.392
N 1.490 0.798 -0.352
O 2.656 0.362 0.211
H -1.567 0.432 1.345
H -2.726 0.217 0.137
H -2.057 -1.070 0.722
H -0.848 1.275 -0.999
H -1.078 -0.618 -1.514
H 1.732 -1.135 0.649
H 3.512 0.930 -0.090
```

Summary:
HOMO-LUMO gap: 10.91 eV
HOMO energy: -16.46 eV
Total energy: -339.9586 Ha
SMILES: CC/[N+](O)=N/O
Lowest unoccupied orbital energy: -5.55 eV
Total charge: +1



Record 3
Computed, not measured: a cluster of 2 separate species, C2H7N2O2 in total, with ωB97M-V/def2-TZVPD.

```
13
C2H7N2O2 ωB97M-V/def2-TZVPD
C -0.437 -0.465 -0.307
C 0.817 0.720 1.627
N 0.517 -0.858 -1.109
N -1.666 -0.797 -0.531
O 1.848 0.532 0.792
O 0.043 1.736 1.710
H 0.617 -0.246 2.232
H 1.425 -0.474 -0.843
H 0.591 -1.686 -1.678
H -2.413 -0.578 0.052
H -1.969 -1.224 -1.349
H 2.408 1.335 0.615
H 0.352 2.587 1.432
```

Summary:
HOMO-LUMO gap: 8.09 eV
HOMO energy: -12.68 eV
Total energy: -340.0569 Ha
Lowest unoccupied orbital energy: -4.59 eV
Total charge: +1



Record 4
Computed, not measured: a cluster of 2 separate species, C2H7N2O2 in total, with ωB97M-V/def2-TZVPD.

```
13
C2H7N2O2 ωB97M-V/def2-TZVPD
C -0.935 -0.540 0.717
C 0.768 0.560 -0.701
N -2.284 -0.277 2.624
N 0.682 -0.567 -1.590
O -1.127 -1.493 0.038
O -1.184 0.151 1.710
H 1.623 0.617 -0.053
H 0.280 1.468 -0.995
H -2.888 0.545 2.686
H -1.846 -0.419 3.533
H 0.400 -0.306 -2.539
H -0.073 -1.249 -1.210
H 1.559 -1.096 -1.635
```

Summary:
HOMO-LUMO gap (spin up / spin down): 8.78 / 8.77 eV
HOMO energy (spin up / spin down): -13.22 / -13.22 eV
Total energy: -339.9842 Ha
Lowest unoccupied orbital energy (spin up / spin down): -4.45 / -4.45 eV
Total charge: +1



Record 5
Computed, not measured: a structure of composition C2H7N2O5Sn2, with ωB97M-V/def2-TZVPD.

```
18
C2H7N2O5Sn2 ωB97M-V/def2-TZVPD
Sn 1.349 -1.909 1.140
Sn 0.712 3.400 1.331
O 0.216 0.683 0.312
H -0.643 0.801 -0.139
C 2.775 0.270 -2.124
N 3.233 0.715 -0.820
O 3.302 1.952 -0.569
O 3.691 -0.122 -0.066
H 3.438 -0.412 -2.657
H 2.606 1.172 -2.712
H 1.816 -0.211 -1.931
C -3.478 -0.315 1.081
N -2.870 -1.662 1.342
O -1.757 -1.959 0.888
O -3.578 -2.461 1.942
H -4.257 -0.063 1.800
H -3.855 -0.324 0.058
H -2.699 0.446 1.123
```

Summary:
HOMO-LUMO gap (spin up / spin down): 3.65 / 6.62 eV
HOMO energy (spin up / spin down): -14.30 / -17.27 eV
Total energy: -993.7337 Ha
Lowest unoccupied orbital energy (spin up / spin down): -10.64 / -10.64 eV
Spin multiplicity: 2
Total charge: +2



Record 6
Computed, not measured: the ion C2H7N2OS with charge +1, with ωB97M-V/def2-TZVPD.

```
13
C2H7N2OS ωB97M-V/def2-TZVPD
N -1.003 1.799 2.182
S -0.575 0.264 1.846
C 0.061 0.341 0.159
O 0.268 1.276 -0.558
C 0.203 -1.139 -0.394
N 0.879 -0.967 -1.724
H -0.957 2.367 2.994
H -1.848 1.887 1.648
H -0.732 -1.568 -0.465
H 0.916 -1.770 0.258
H 0.605 -0.021 -1.925
H 0.349 -1.502 -2.308
H 1.834 -0.966 -1.713
```

Summary:
HOMO-LUMO gap: 9.48 eV
HOMO energy: -13.12 eV
Total energy: -663.0441 Ha
SMILES: NSC(=O)C[NH3+]
Lowest unoccupied orbital energy: -3.64 eV
Total charge: +1



Record 7
Computed, not measured: the ion C2H7N2S2 with charge +1, with ωB97M-V/def2-TZVPD.

```
13
C2H7N2S2 ωB97M-V/def2-TZVPD
N -0.013 -0.871 1.490
C 0.294 -1.176 0.242
N 0.861 -0.353 -0.615
C 0.850 1.085 -0.310
S -0.884 1.848 -0.334
S -1.920 0.638 -1.634
H -0.300 0.094 1.667
H -0.089 -1.662 2.174
H 0.160 -2.251 0.216
H 1.218 -0.543 -1.608
H 1.283 1.343 0.665
H 1.447 1.542 -1.192
H -2.905 0.306 -0.761
```

Summary:
HOMO-LUMO gap: 8.95 eV
HOMO energy: -13.00 eV
Total energy: -986.0224 Ha
SMILES: N/C=[NH+]\CSS
Lowest unoccupied orbital energy: -4.04 eV
Total charge: +1



Record 8
Computed, not measured: a cluster of 2 separate species, C2H7N3 in total, with ωB97M-V/def2-TZVPD.

```
12
C2H7N3 ωB97M-V/def2-TZVPD
H -2.733 0.805 0.904
N -2.178 0.800 1.758
C -1.071 1.396 1.533
N -0.546 1.577 0.252
H -0.533 2.057 2.230
H -0.556 0.710 -0.256
H -0.483 2.491 -0.159
C 1.887 -2.511 -1.474
N 1.736 -1.269 -1.689
H 1.777 -2.942 -0.481
H 2.395 -3.062 -2.272
H 2.298 -0.932 -2.466
```

Summary:
HOMO-LUMO gap: 10.34 eV
HOMO energy: -9.25 eV
Total energy: -244.5863 Ha
SMILES: [H]/N=C\N.C=N
Lowest unoccupied orbital energy: 1.08 eV



Record 9
Computed, not measured: a cluster of 2 separate species, C2H7N3 in total, with ωB97M-V/def2-TZVPD.

```
12
C2H7N3 ωB97M-V/def2-TZVPD
C 2.267 0.523 -0.020
C -0.652 -0.813 -0.524
N -0.347 1.131 0.564
N -2.539 0.353 0.225
N -1.063 0.217 0.140
H 1.947 -0.269 0.522
H 1.914 0.943 -0.855
H 3.007 1.198 0.391
H 0.365 -1.278 -0.492
H -1.468 -1.221 -1.095
H -2.691 1.333 0.061
H -2.728 0.061 1.183
```

Summary:
HOMO-LUMO gap (spin up / spin down): 8.90 / 7.35 eV
HOMO energy (spin up / spin down): -7.83 / -8.04 eV
Total energy: -244.3908 Ha
Lowest unoccupied orbital energy (spin up / spin down): 1.06 / -0.70 eV
Spin multiplicity: 3



Record 10
Computed, not measured: a cluster of 2 separate species, C2H7N3 in total, with ωB97M-V/def2-TZVPD.

```
12
C2H7N3 ωB97M-V/def2-TZVPD
C -1.366 0.344 0.230
C 1.651 0.459 0.133
N -2.532 -0.095 -0.273
N 2.525 -0.277 -0.217
N -0.314 -0.363 0.414
H -1.301 1.378 0.449
H 1.770 1.558 0.438
H -3.277 0.583 -0.085
H -2.961 -0.964 -0.575
H 3.401 0.109 -0.586
H 2.623 -1.359 -0.325
H -0.217 -1.374 0.397
```

Summary:
HOMO-LUMO gap (spin up / spin down): 9.06 / 8.00 eV
HOMO energy (spin up / spin down): -17.87 / -21.56 eV
Total energy: -243.7754 Ha
Lowest unoccupied orbital energy (spin up / spin down): -8.81 / -13.55 eV
Spin multiplicity: 3
Total charge: +2



Across the entries above, F_max takes the values 4.05; 4.72; 4.64; 4.77; 4.09; 4.80; 2.62; 2.23; 4.00; 7.41 eV Å⁻¹, respectively.
Across the entries above, relative energy (zero: lowest compared OMol25 entry of this formula, charge and spin) takes the values 527.35; 581.58; 323.54; 514.48; 0.00; 119.33; 86.63; 233.96; 159.16; 69.84 kJ/mol, respectively.